Record 1
An isolated molecule of C9H8O2S, computed with wB97M-V/def2-TZVPD.

Element x y z (Å)
O 2.5489 -2.0021 -0.8223
C 1.8609 -1.0268 -0.5986
C 1.8696 0.3132 -1.2880
C 1.7496 1.4251 -0.6287
C 1.0864 1.3549 0.7644
C 0.3349 -0.0183 0.9626
C -0.9714 -0.1970 0.2965
C -1.6231 -1.5176 0.3624
C -2.8932 -1.4883 -0.2063
S -3.2189 0.1752 -0.7462
C -1.7946 0.8047 -0.2013
O 1.1698 -1.0868 0.6303
H 2.2629 0.2886 -2.2841
H 1.8838 2.3543 -1.0961
H 0.3012 2.1789 0.7889
H 1.7736 1.4782 1.5975
H 0.1959 -0.2880 2.0729
H -1.2284 -2.3973 0.9013
H -3.7111 -2.1897 -0.3442
H -1.5969 1.8387 -0.1609

Cartesian forces (eV/Å) of the 6 atoms listed first:
O -1.0 1.7 -0.8
C 0.5 -1.1 2.2
C 1.1 -2.4 -0.9
C -1.9 -0.4 2.6
C -1.6 0.2 -0.6
C 0.6 0.7 2.0

Properties
Highest occupied orbital energy = -0.32816 Ha
SMILES = O=C1C=CC[C@@H](c2ccsc2)O1
Charge = 0
Energy relative to the best compared isomer or geometry (same formula, charge and spin) = 23.22 kcal/mol

Mulliken population analysis, charges in e, atoms 1 to 2: -0.55, 0.65

---

Record 2
C9H9AuBF4NO4STe4 as an isolated structure, computed with wB97M-V/def2-TZVPD.

Element x y z (Å)
Au 0.2159 0.5394 -1.3869
Te -0.0963 0.1480 -3.9340
Te 0.7906 -2.3007 -4.2193
Te 1.3797 -3.4268 -1.0324
Te 0.6129 -1.4374 0.4417
C 8.0803 2.7862 2.4988
C 6.8536 2.1651 1.8803
C 6.5036 2.4272 0.5589
C 5.3708 1.8631 -0.0054
C 4.5798 1.0116 0.7505
C 4.9104 0.7376 2.0698
C 6.0440 1.3139 2.6253
S 3.0888 0.4018 -0.0068
O 2.5689 -0.5458 1.0759
O 3.4632 -0.3044 -1.2030
N 2.1885 1.6033 -0.2948
C 1.7924 2.4728 0.8207
C 0.2872 2.4704 1.1855
O 0.0005 3.1862 2.1544
O -0.5030 1.7756 0.4826
H 8.5864 3.4460 1.7934
H 8.7909 2.0186 2.8139
H 7.8183 3.3726 3.3824
H 7.1219 3.0918 -0.0349
H 5.0877 2.0758 -1.0292
H 4.2799 0.0770 2.6489
H 6.2985 1.1043 3.6588
H 2.0298 3.5037 0.5551
H 2.3244 2.2595 1.7513
F -3.7505 -2.6668 1.6233
B -2.9308 -2.9947 0.5354
F -1.7880 -2.0833 0.5535
F -3.6100 -2.8294 -0.6709
F -2.4394 -4.3023 0.6666

Cartesian forces (eV/Å) of the 6 atoms listed first:
Au -0.3 0.4 -0.4
Te 0.1 -0.2 0.3
Te 0.0 0.1 0.0
Te 0.1 -0.1 0.0
Te -0.3 -0.5 0.7
C 0.0 0.0 0.0

Properties
Highest occupied orbital energy (alpha / beta) = -0.05149 / -0.08362 Ha
2S+1 = 3
Charge = -2
Energy relative to the best compared isomer or geometry (same formula, charge and spin) = 0.00 kcal/mol

Mulliken population analysis, charges in e, atoms 1 to 2: 0.60, -0.29

---

Record 3
C9H9BeNO5SSb as an isolated structure, computed with wB97M-V/def2-TZVPD.

Element x y z (Å)
Be 2.0224 0.0209 0.7692
O 0.4006 4.8900 -1.3983
C 0.6276 3.7758 -0.9763
C 0.3417 3.2903 0.4365
O -0.3405 3.8749 1.2623
C 1.0402 2.0209 0.5199
C 1.6124 1.6693 -0.7041
O 2.2750 0.5591 -0.7218
C 1.2923 2.6406 -1.7385
O 1.4424 2.5779 -2.9481
O 1.2099 1.1771 1.4884
C -1.3534 -2.5284 1.3260
Sb -0.4219 -1.2834 -0.2014
C -1.5636 -2.2477 -1.8104
C -1.8806 0.2970 0.0280
H -2.4156 -2.6311 1.1294
H -1.2076 -2.0653 2.2952
H -0.8958 -3.5120 1.3424
H -2.6087 -2.3640 -1.5440
H -1.1417 -3.2241 -2.0252
H -1.4897 -1.6375 -2.7042
H -2.8867 -0.1090 0.0909
H -1.8141 0.9649 -0.8243
H -1.6606 0.8611 0.9267
S 3.6713 -3.5511 2.5553
C 3.0959 -2.2322 1.9360
N 2.6486 -1.2338 1.4904

Cartesian forces (eV/Å) of the 6 atoms listed first:
Be 0.2 0.0 -0.2
O 0.1 -0.8 0.2
C -0.1 1.1 -0.3
C -0.5 0.4 0.6
O 0.4 -0.3 -0.4
C 0.0 0.4 -0.7

Properties
Highest occupied orbital energy = -0.19698 Ha
Charge = -1

Mulliken population analysis, charges in e, atoms 1 to 2: -0.53, -0.59

---

Record 4
An isolated molecule of C9H9BrN4S, computed with wB97M-V/def2-TZVPD.

Element x y z (Å)
C 0.8221 -0.7971 -1.1231
C -3.1481 0.5304 -2.8119
C 0.1608 -0.4654 0.0916
C -1.7266 0.1475 -1.2156
C -1.1901 -0.0595 0.0754
C -0.9637 -0.2983 -2.3212
C 0.9629 0.0136 1.3362
C 1.9601 -1.1785 1.6431
C 1.8672 1.2951 1.0103
N 0.3074 -0.6730 -2.3166
N -3.0182 0.5590 -1.5252
N 0.2181 0.2377 2.4888
N -1.8163 0.1786 1.2149
S -1.9598 -0.1932 -3.7903
Br -3.0596 1.4343 1.2802
H 1.7472 -1.3403 -1.1986
H -3.9605 0.9107 -3.3043
H 2.4805 -0.9860 2.6467
H 2.7361 -1.2347 0.8536
H 1.6792 -2.2531 1.6475
H 2.5119 1.6003 1.8509
H 1.1654 1.9405 0.4803
H 2.6488 1.1630 0.1889
H -0.4248 -0.5317 2.7984

Cartesian forces (eV/Å) of the 6 atoms listed first:
C -0.1 -0.7 0.7
C 0.6 -0.8 1.2
C 0.9 1.2 0.0
C -0.4 -1.2 -1.3
C 0.8 0.6 -0.7
C -0.9 0.9 -0.3

Properties
Highest occupied orbital energy (alpha / beta) = -0.30251 / -0.30247 Ha
Charge = 0
Energy relative to the best compared isomer or geometry (same formula, charge and spin) = 116.70 kcal/mol

Mulliken population analysis, charges in e, atoms 1 to 2: -0.28, -0.20

---

Record 5
An isolated molecule of C9H9Cl2NO, computed with wB97M-V/def2-TZVPD.

Element x y z (Å)
O 1.6387 -2.2347 1.9975
C 1.3421 -1.0276 1.4159
Cl 1.4129 0.3268 2.6386
C 2.0540 -0.6816 0.0943
C 1.6249 0.7361 -0.3429
C 0.1434 0.6954 -0.6647
C -0.5118 1.5655 -1.5536
C -1.8637 1.3825 -1.8409
C -2.6598 0.6199 -1.0320
C -2.0957 -0.0983 -0.0221
C -0.6636 -0.0882 0.1507
N -0.1367 -1.1307 1.0017
Cl -1.1600 -1.4476 2.5163
H 0.8661 -2.8006 1.9787
H 1.7517 -1.3789 -0.5769
H 3.0891 -0.8470 0.3341
H 2.0554 1.2148 -1.1833
H 1.8373 1.4524 0.3896
H 0.2412 2.1099 -2.0692
H -2.3920 1.8546 -2.6191
H -3.7390 0.4464 -1.1139
H -2.8344 -0.6691 0.5014

Cartesian forces (eV/Å) of the 6 atoms listed first:
O 1.4 0.7 -0.3
C -3.7 0.0 -0.5
Cl 0.7 -0.3 0.0
C 0.8 2.5 2.8
C -1.1 -1.2 -0.9
C -0.9 0.5 2.0

Properties
Highest occupied orbital energy = -0.31543 Ha
SMILES = O[C@@]1(Cl)CCc2ccccc2N1Cl
Charge = 0
Energy relative to the best compared isomer or geometry (same formula, charge and spin) = 37.51 kcal/mol

Mulliken population analysis, charges in e, atoms 1 to 2: -0.54, 0.89

---

Record 6
C9H9ClN2O2 as an isolated structure, computed with wB97M-V/def2-TZVPD.

Element x y z (Å)
C -0.5489 2.8450 0.2875
C -1.7418 2.2125 -0.1241
C 0.6426 2.1061 0.4364
C -1.7936 0.8616 -0.2316
C 0.6021 0.7057 0.2037
C -0.6341 0.0485 -0.1716
C 1.5621 -0.3447 0.1669
C -1.4528 -2.1409 -0.5079
C 3.5518 -0.2707 0.2280
N 1.0245 -1.4752 -0.2308
N -0.3094 -1.2456 -0.3906
O 3.9803 0.4958 1.2174
O 4.0531 -1.5553 0.4618
Cl 4.0873 0.4427 -1.3464
H -0.6674 3.9681 0.3693
H -2.7121 2.6765 -0.2548
H 1.6488 2.3684 0.6644
H -2.8024 0.3372 -0.4790
H -1.0910 -3.1305 -0.3652
H -2.1049 -1.8364 0.3285
H -1.7780 -2.1617 -1.5434
H 4.3805 -0.1176 1.8781
H 3.4290 -2.0876 -0.0111

Cartesian forces (eV/Å) of the 6 atoms listed first:
C 0.6 1.3 -0.4
C 0.3 -0.5 0.9
C -1.4 -1.1 -0.5
C -2.0 -3.4 -1.3
C -1.5 0.2 -0.5
C 2.4 2.5 1.0

Properties
Highest occupied orbital energy = -0.30988 Ha
Charge = 0
Energy relative to the best compared isomer or geometry (same formula, charge and spin) = 64.07 kcal/mol

Mulliken population analysis, charges in e, atoms 1 to 2: -0.53, -0.52

---

Record 7
An isolated molecule of C9H9ClO2S, computed with wB97M-V/def2-TZVPD.

Element x y z (Å)
O 3.8115 -1.8103 0.1558
C 2.9120 -1.0683 0.3453
C 3.0710 0.4634 0.3384
C 2.1223 1.1614 -0.2638
C 0.9823 0.3441 -0.9026
O 0.5547 0.5796 -1.9855
C 0.4949 -0.8310 -0.0269
C -1.0020 -1.1180 0.1211
C -1.6490 0.1875 0.7425
C -2.2016 1.1748 -0.3254
S -4.0061 0.9095 -0.5595
C 1.4566 -1.5298 0.5668
Cl 1.1188 -2.9160 1.6049
H 3.9109 0.9528 0.8441
H 2.1026 2.2550 -0.3201
H -1.1652 -1.9043 0.8780
H -1.4827 -1.4030 -0.8297
H -2.3977 -0.0544 1.5174
H -0.8244 0.7103 1.2771
H -1.9919 2.2049 0.0253
H -1.7266 1.0821 -1.3140
H -4.0904 0.6096 -1.8890

Cartesian forces (eV/Å) of the 6 atoms listed first:
O 1.2 -1.0 0.0
C -1.4 1.2 0.6
C -0.2 -0.4 0.3
C -0.9 -0.3 -0.3
C 0.9 -0.1 1.9
O -0.7 0.3 -0.9

Properties
Highest occupied orbital energy = -0.33819 Ha
SMILES = O=C1C=CC(=O)C(CCCS)=C1Cl
Charge = 0
Energy relative to the best compared isomer or geometry (same formula, charge and spin) = 15.72 kcal/mol

Mulliken population analysis, charges in e, atoms 1 to 2: -0.47, 0.15

---

Record 8
C9H9F6N2O9S5Ta as an isolated structure, computed with wB97M-V/def2-TZVPD.

Element x y z (Å)
Ta -0.4990 0.4237 -0.2859
O 1.6718 0.0946 1.4111
C 2.7592 -0.7829 1.1287
C 2.1809 -2.1749 1.1111
N 1.0455 -2.2567 0.2003
C 1.4062 -2.3829 -1.1892
C 1.7742 -1.0210 -1.7897
O 2.6236 -0.8307 -2.5930
O 0.9926 -0.0144 -1.2854
C -0.1068 -2.9133 0.7751
C -0.8082 -1.9201 1.7064
O -1.0799 -2.1345 2.8437
O -1.0708 -0.7357 1.0971
H 1.9928 1.0021 1.4898
H 3.5130 -0.7108 1.9138
H 3.2293 -0.5217 0.1779
H 1.8308 -2.4056 2.1187
H 2.9595 -2.8996 0.8454
H 0.5624 -2.7610 -1.7662
H 2.2660 -3.0352 -1.3540
H 0.1429 -3.7911 1.3708
H -0.8046 -3.2077 -0.0076
S -3.0036 -0.6730 -4.1896
C -2.1412 -0.2812 -2.8804
S -1.8774 -1.3217 -1.5062
S -1.4334 1.2477 -2.5107
F -3.9046 3.9842 0.9499
C -3.1347 3.9873 -0.1233
F -3.7034 3.3207 -1.1008
F -2.8555 5.2190 -0.4932
S -1.5385 3.1504 0.2788
O -1.9177 1.7083 0.4994
O -0.6192 3.2597 -0.8265
N -1.1356 3.8818 1.5962
S 0.2740 3.3878 2.1667
O 0.8410 2.4207 1.2104
O 1.0939 4.4333 2.6597
C -0.1815 2.3698 3.6338
F 0.9602 1.9368 4.1642
F -0.9326 1.3392 3.2585
F -0.8331 3.1240 4.5057

Cartesian forces (eV/Å) of the 6 atoms listed first:
Ta -0.9 -2.0 -1.5
O 0.0 0.0 -0.1
C -0.1 0.1 0.0
C -0.1 0.0 0.0
N 0.0 -0.1 0.0
C -0.1 0.1 0.1

Properties
Highest occupied orbital energy = -0.31306 Ha
Charge = 0
Energy relative to the best compared isomer or geometry (same formula, charge and spin) = 48.10 kcal/mol

Mulliken population analysis, charges in e, atoms 1 to 2: 2.21, -0.25

---

Record 9
C9H9HoN2O5S as an isolated structure, computed with wB97M-V/def2-TZVPD.

Element x y z (Å)
O 0.5125 0.1369 -6.0642
C 0.3670 0.2050 -4.9214
Ho 1.0046 0.1980 -1.7985
O 3.2434 -0.1464 -4.5717
C 2.4776 -0.0521 -3.7121
C -1.2608 -0.5319 -2.6047
O -1.1501 0.0478 -1.4252
C -0.3520 -1.6258 -2.9083
O -0.3633 -2.7546 -3.3227
C 0.0448 2.1756 -2.9186
O -0.5300 3.0085 -3.4730
H -2.0471 -0.2225 -3.2958
S 2.2606 -0.2665 0.4762
C 0.9877 -0.1534 1.6691
N -0.2377 -0.6496 1.4233
C -1.2543 -0.7979 2.4596
C -1.1658 0.3646 3.4253
C 0.2384 0.6364 3.9198
N 1.2296 0.4095 2.8557
H -0.3410 -1.2359 0.5970
H -1.1132 -1.7444 2.9967
H -2.2262 -0.8133 1.9581
H -1.7995 0.1638 4.2893
H -1.5571 1.2703 2.9575
H 0.4977 -0.0358 4.7513
H 0.3517 1.6733 4.2597
H 2.1823 0.7405 2.9775

Cartesian forces (eV/Å) of the 6 atoms listed first:
O -0.7 0.1 4.2
C 0.4 0.2 -5.2
Ho -0.2 0.0 1.9
O -3.2 0.4 3.7
C 4.8 -0.7 -4.3
C -1.2 -2.2 1.0

Properties
Highest occupied orbital energy (alpha / beta) = -0.57383 / -0.58128 Ha
2S+1 = 5
Charge = +2

Mulliken population analysis, charges in e, atoms 1 to 2: -0.10, 0.12

---

Record 10
C9H9IN2OS as an isolated structure, computed with wB97M-V/def2-TZVPD.

Element x y z (Å)
O 1.6686 -0.7062 1.5555
C 2.6685 -0.3222 0.6154
C 2.0938 -0.4175 -0.7846
C 1.0571 0.6639 -1.0688
C -0.3235 0.4569 -0.4938
C -0.9824 1.5184 0.0519
C -2.2752 1.3854 0.6084
I -3.2005 3.0738 1.4652
C -2.9572 0.2154 0.6385
C -2.3199 -0.9170 0.0578
N -2.8273 -2.1406 -0.0356
S -1.7329 -3.0238 -0.8247
N -0.5881 -1.9367 -1.0313
C -1.0231 -0.7882 -0.5047
H 1.6796 -0.0908 2.2907
H 2.9892 0.7023 0.7929
H 3.5193 -0.9942 0.6878
H 2.9087 -0.3046 -1.4986
H 1.7069 -1.4192 -0.9196
H 0.9788 0.8626 -2.1336
H 1.4316 1.5845 -0.6262
H -0.5313 2.4962 0.0985
H -3.9405 0.1014 1.0588

Cartesian forces (eV/Å) of the 6 atoms listed first:
O 0.0 0.1 0.0
C -0.4 -0.1 -0.4
C 0.2 0.0 0.0
C -0.2 -0.2 0.3
C 0.2 0.3 0.0
C 0.1 -0.1 0.0

Properties
Highest occupied orbital energy = -0.32065 Ha
Charge = 0

Mulliken population analysis, charges in e, atoms 1 to 2: -0.49, -0.57